# 1
The following is a quantum chemistry calculation of the molecule C4H9N, from the Open Molecules 2025 dataset.

Each line ends with the Mulliken charge.
Atoms and positions in Å:
1 C -0.23477 -1.00920 -1.08243  -1.248
2 C -0.61997 0.17551 -0.24484  0.919
3 C -1.45005 1.13802 -0.64861  -1.124
4 C 1.36311 -0.09990 1.18522  -0.907
5 N -0.05252 0.20495 1.02790  -0.282
6 H -1.01066 -1.23158 -1.80363  0.370
7 H -0.00897 -1.89019 -0.47970  0.330
8 H 0.67509 -0.77012 -1.62798  0.278
9 H -1.93198 1.13684 -1.61083  0.283
10 H -1.59806 2.02050 -0.03631  0.243
11 H 1.63973 -0.01716 2.23287  0.361
12 H 1.99820 0.52852 0.55062  0.283
13 H 1.57947 -1.13554 0.89689  0.243
14 H -0.34863 0.94934 1.64083  0.252

Forces on atoms 1 to 6 (eV/Å):
0.25 0.17 0.06
-0.09 0.24 0.31
0.09 0.26 -0.03
-0.11 -0.47 -0.39
0.39 -0.44 0.50
-0.11 -0.08 -0.10

Results
- SMILES string: C=C(C)NC
- LUMO energy: 0.041 Eh
- HOMO: -7.93 eV
- Spin multiplicity: 1
- Total charge: 0
- Relative energy (zero: lowest compared OMol25 entry of this formula, charge and spin): 48.8 kJ/mol


# 2
The following is a quantum chemistry calculation of a cluster of 2 separate species, C2HCl2NS in total, from the Open Molecules 2025 dataset.

Each line ends with the Mulliken charge.
Atoms and positions in Å:
1 C -0.47103 -1.24774 0.27525  0.270
2 C -0.36310 -0.22558 1.18025  0.276
3 N -0.60015 -2.02837 -0.59889  -0.346
4 S 1.18691 1.46854 -1.52649  -0.137
5 Cl -1.62120 0.33322 2.17690  -0.105
6 Cl 1.14882 0.51538 1.23144  -0.104
7 H 0.71974 1.18454 -2.73846  0.146

Forces on atoms 1 to 6 (eV/Å):
-1.06 -1.82 -2.27
0.19 0.48 0.53
0.34 1.23 1.71
0.09 0.36 -0.26
0.24 -0.24 -0.29
0.32 0.14 0.96

Results
- LUMO energy (spin up / spin down): 0.019 / -0.092 Eh
- HOMO (spin up / spin down): -9.15 / -9.73 eV
- Spin multiplicity: 3
- <S²>: 2.019
- Total charge: 0
- Relative energy (zero: lowest compared OMol25 entry of this formula, charge and spin): 5.7 kJ/mol


# 3
The following is a quantum chemistry calculation of a cluster of 3 separate species, C12H27IN3O9P2 in total, from the Open Molecules 2025 dataset.

Each line ends with the Mulliken charge.
Atoms and positions in Å:
1 N 4.58892 0.09766 -0.51307  -0.588
2 C 3.24891 0.71048 -0.74951  0.066
3 C 3.28427 2.18050 -0.30434  0.363
4 N 4.27425 3.08112 -0.66506  -0.024
5 C 3.97533 4.23917 -0.09448  -0.269
6 N 2.85419 4.13803 0.57791  0.046
7 C 2.37930 2.83071 0.48234  -0.331
8 C 1.12848 2.19969 1.05013  -0.577
9 C 0.27568 1.71282 -0.16380  0.135
10 O -0.07779 0.59699 -0.31990  -0.399
11 I -0.17394 3.28703 -1.60503  0.071
12 H 4.92616 0.49188 0.36600  0.268
13 H 5.19946 0.53624 -1.20478  0.282
14 H 2.51730 0.19207 -0.11710  0.062
15 H 2.97895 0.64834 -1.81237  0.295
16 H 5.05840 2.82936 -1.25050  0.239
17 H 4.60135 5.12210 -0.18757  0.415
18 H 2.40644 4.88182 1.09702  0.228
19 H 1.36839 1.33145 1.67982  0.316
20 H 0.55162 2.93376 1.63277  0.381
21 C 1.07041 -6.16170 1.69824  -0.650
22 O 2.18740 -5.88296 0.83156  -0.362
23 P 2.29585 -4.36615 0.13070  1.095
24 O 3.57302 -4.56105 -0.59903  -0.679
25 O 2.50097 -3.62818 1.57601  -0.315
26 C 3.62938 -3.97368 2.37359  -0.765
27 O 1.83702 -2.91144 -0.56310  -0.257
28 C 0.50097 -2.44593 -0.29053  -0.546
29 H 0.51543 -7.01020 1.29861  0.270
30 H 1.45114 -6.42764 2.68413  0.251
31 H 0.39350 -5.31270 1.79252  0.290
32 H 4.28701 -4.68906 1.88242  0.367
33 H 3.27444 -4.40615 3.31156  0.274
34 H 4.18801 -3.06628 2.59913  0.250
35 H 0.36506 -2.27367 0.78065  0.295
36 H -0.23619 -3.16958 -0.64368  0.368
37 H 0.35623 -1.51191 -0.81886  0.127
38 C -3.45120 0.55275 -1.80332  -0.321
39 O -4.16437 1.68609 -2.28975  -0.356
40 P -5.70276 2.01321 -1.69871  1.171
41 O -5.91572 3.26320 -2.47184  -0.668
42 O -5.11224 2.28534 -0.18838  -0.403
43 C -4.12193 3.28722 -0.05250  -0.574
44 O -7.25062 1.83918 -1.09671  -0.280
45 C -7.56355 0.59042 -0.44527  -0.625
46 H -3.19798 -0.10098 -2.63923  0.323
47 H -2.53014 0.91155 -1.34303  -0.133
48 H -4.01957 -0.01992 -1.06982  0.295
49 H -3.90199 3.77546 -1.00118  0.356
50 H -3.20794 2.81232 0.32018  0.088
51 H -4.44911 4.03476 0.66884  0.317
52 H -6.92806 0.44440 0.43114  0.286
53 H -7.43602 -0.24379 -1.13697  0.276
54 H -8.60209 0.62583 -0.12585  0.256

Forces on atoms 1 to 6 (eV/Å):
-0.48 1.17 -0.47
1.05 0.65 0.78
-0.81 -1.16 -0.39
-1.23 -0.66 0.62
1.43 1.23 -0.68
-0.77 -0.59 0.48

Results
- LUMO energy: -0.125 Eh
- HOMO: -11.74 eV
- Spin multiplicity: 1
- Total charge: +1


# 4
The following is a quantum chemistry calculation of a structure of composition C21H13Br3FeN3O, from the Open Molecules 2025 dataset.

Each line ends with the Mulliken charge.
Atoms and positions in Å:
1 Fe -1.84992 0.55605 0.61186  0.343
2 Br -2.07130 -7.01932 -0.44030  -0.031
3 C -1.83331 -5.18690 -0.42180  0.060
4 C -2.43801 -4.41284 0.58744  -0.683
5 C -2.25004 -3.06424 0.60452  -0.500
6 C -1.44619 -2.41530 -0.38513  0.794
7 C -0.84804 -3.22586 -1.40380  -0.218
8 C -1.04655 -4.57481 -1.41734  -0.770
9 N -1.29471 -1.10075 -0.29549  -0.224
10 C -0.50920 -0.32191 -1.23443  -0.431
11 C -1.02845 2.17077 -1.07010  1.024
12 C -0.35928 3.00702 -1.92564  -0.504
13 C -0.17817 4.31417 -1.48362  -0.382
14 C -0.66776 4.70534 -0.24575  -0.633
15 C -1.31391 3.77538 0.55169  -0.297
16 N -1.48287 2.51692 0.13903  -0.383
17 H -3.04702 -4.89723 1.33740  0.452
18 H -2.71241 -2.45898 1.37439  0.331
19 H -0.24096 -2.78010 -2.17877  0.354
20 H -0.60419 -5.18581 -2.19160  0.466
21 H -0.43835 -0.75777 -2.22591  1.100
22 H -0.01819 2.66227 -2.89176  0.483
23 H 0.33846 5.02576 -2.11350  0.469
24 H -0.55754 5.72224 0.10098  0.454
25 H -1.70283 4.02897 1.52804  0.457
26 Br 1.87138 -0.28746 -3.33555  -0.052
27 C 1.97091 0.05979 -1.48872  0.245
28 C 3.25142 0.32516 -0.96023  -0.638
29 C 3.40714 0.53944 0.37815  -0.024
30 Br 5.12782 0.83479 1.05371  -0.125
31 C 2.27641 0.55883 1.25077  0.847
32 C 2.36582 0.75790 2.64351  -0.836
33 C 1.22755 0.79786 3.40442  -0.882
34 C -0.00413 0.67824 2.75987  -0.193
35 N -0.11829 0.47695 1.45846  0.175
36 C 1.00229 0.36298 0.68182  0.633
37 C 0.84736 0.04866 -0.69901  -0.032
38 O -1.40613 0.85673 -1.34125  -0.663
39 H 4.10584 0.34184 -1.62156  0.491
40 H 3.33912 0.87183 3.10067  0.392
41 H 1.26159 0.94088 4.47385  0.457
42 H -0.92536 0.75251 3.33064  0.473

Forces on atoms 1 to 6 (eV/Å):
0.29 -0.33 -0.88
-0.01 0.03 -0.01
0.00 0.00 0.00
0.00 0.00 -0.01
-0.04 -0.01 0.01
0.07 -0.13 0.01

Results
- LUMO energy (spin up / spin down): -0.254 / -0.299 Eh
- HOMO (spin up / spin down): -14.12 / -14.91 eV
- Spin multiplicity: 2
- <S²>: 1.240
- Total charge: +2
- Relative energy (zero: lowest compared OMol25 entry of this formula, charge and spin): 9.4 kJ/mol


# 5
The following is a quantum chemistry calculation of a cluster of 3 separate species, C4H11NO2 in total, from the Open Molecules 2025 dataset.

Each line ends with the Mulliken charge.
Atoms and positions in Å:
1 C 2.07192 0.75233 -0.31230  -0.811
2 C 0.95083 0.27801 0.57656  0.477
3 C 0.91010 0.49269 1.88600  -0.988
4 C 0.10338 -1.63438 -0.36692  -0.413
5 N -0.10496 -0.44753 -0.02208  -0.212
6 H 2.72838 -0.06012 -0.62405  0.259
7 H 2.73776 1.32341 0.31862  0.331
8 H 1.71330 1.35855 -1.14231  0.301
9 H 0.01073 0.24018 2.42584  0.295
10 H 1.77543 0.88152 2.40749  0.260
11 H -0.69699 -2.33253 -0.58427  0.264
12 H 1.05682 -2.12811 -0.11995  0.250
13 H -1.12107 2.84598 -1.39073  0.298
14 H -0.45878 1.53295 -0.95335  0.352
15 O -0.79727 1.99630 -1.73041  -0.661
16 H -3.25214 -1.03782 0.08984  0.315
17 H -4.16814 -2.26093 0.00254  0.314
18 O -3.45931 -1.80050 -0.46050  -0.630

Forces on atoms 1 to 6 (eV/Å):
0.34 -0.28 0.78
0.54 -0.27 -0.21
-0.01 0.04 -0.08
0.48 -1.11 1.43
-0.59 0.69 -0.31
-0.41 -0.26 -0.55

Results
- SMILES string: C=NC(=C)C.O.O
- LUMO energy: 0.031 Eh
- HOMO: -9.05 eV
- Spin multiplicity: 1
- Total charge: 0
- Relative energy (zero: lowest compared OMol25 entry of this formula, charge and spin): 228.0 kJ/mol